No. 1
The following is a quantum chemistry calculation of a structure of composition C36H76BeFN4O4 in a non-equilibrium geometry, from the OMol25 dataset.

CARTESIAN COORDINATES (ANGSTROEM)
C: -2.82 -3.45 -4.16
O: -2.77 0.86 -0.65
H: -1.46 -1.57 -2.80
H: 0.34 1.87 3.44
N: -1.93 -3.19 -1.78
H: 1.18 -4.10 -2.88
H: 4.47 1.59 0.81
C: -3.09 -3.62 -2.62
H: -1.78 -6.05 -3.20
H: 1.81 -2.86 4.15
C: 2.05 2.43 0.79
C: -4.71 4.61 -0.27
H: 2.19 1.16 -3.87
H: -5.44 5.35 0.05
O: 1.01 0.97 -1.45
H: -3.99 -5.05 -1.26
C: -2.26 -5.92 -2.23
C: -2.84 2.04 1.92
H: -5.58 0.70 -1.67
H: -4.33 -1.78 -2.81
C: 0.58 1.67 4.49
C: 2.85 -1.12 3.31
C: -4.92 1.31 -2.29
H: 0.68 2.66 4.95
H: 2.12 1.59 1.48
H: 4.80 -0.36 -0.77
H: 3.22 3.37 -2.16
H: -3.71 3.51 -3.53
N: 1.71 -0.22 3.58
H: -4.33 0.55 -2.81
F: -0.30 -0.53 0.69
H: 1.62 -1.20 -2.31
H: 2.03 -2.37 1.64
H: 2.79 2.25 4.38
H: 3.21 -1.75 -2.90
H: -4.15 -5.47 -2.98
C: 3.23 0.91 -3.65
C: -3.48 -5.05 -2.22
H: 6.19 1.51 -0.74
H: -4.93 3.52 1.60
C: 4.67 0.27 -1.65
H: 3.80 1.84 -3.72
C: 4.20 0.62 4.74
H: -4.37 -2.60 -1.19
C: 5.20 1.64 -1.20
H: 2.26 -0.49 6.65
H: -1.60 -5.34 -0.28
H: -5.18 -3.27 -2.57
C: -1.15 -5.38 -1.28
H: 2.28 3.38 1.28
C: 0.15 -3.40 -0.49
H: 0.81 0.31 -0.77
H: 2.91 -1.46 -1.19
H: 4.91 -1.00 3.80
H: 0.98 2.56 0.59
C: 2.79 -2.39 4.14
O: -1.69 -1.80 -1.89
N: 2.39 1.12 -1.27
C: -4.14 3.95 0.98
H: -0.04 -3.14 -3.69
H: 5.50 2.34 -1.99
C: 0.11 -3.99 -3.02
H: 3.59 -3.05 3.80
H: 5.43 -0.18 -2.30
C: -1.67 3.50 0.14
H: 3.56 0.29 -4.49
H: 0.74 -1.09 5.94
H: -2.54 2.72 2.72
C: -5.19 3.58 -1.34
C: 4.31 2.18 -0.09
H: 1.00 -4.05 -0.26
H: 0.75 0.47 6.72
H: 4.46 -0.10 5.52
C: -4.28 -2.72 -2.27
C: 2.57 3.58 -1.30
C: 3.23 0.36 -2.22
H: -5.68 1.60 -3.03
C: 1.35 -0.21 6.12
H: 3.00 1.78 6.00
H: -2.42 2.44 -2.99
C: -3.00 2.91 0.63
C: 2.78 -1.58 1.80
H: 4.96 1.37 4.52
H: -3.55 4.71 1.50
H: -2.56 3.92 -2.24
H: 1.54 3.57 -1.65
C: 2.83 2.27 -0.53
Be: -2.50 -1.48 0.59
H: 3.74 -2.02 1.54
N: -3.57 2.00 -0.38
H: -3.77 1.58 2.25
H: -0.28 -6.04 -1.30
H: -2.54 -6.96 -2.05
H: -2.75 -2.45 -4.57
C: 2.70 -1.09 -2.19
H: -0.44 1.38 4.77
H: 4.69 3.17 0.13
C: -4.16 2.49 -1.65
H: -1.02 2.82 -0.41
C: 1.62 0.59 4.81
H: -0.42 -3.31 0.43
C: 4.16 -0.28 3.47
H: -6.10 3.17 -0.88
H: -5.53 4.12 -2.22
H: 0.24 -0.55 2.46
H: 2.86 4.52 -0.85
H: -1.74 4.49 -0.32
C: -3.20 3.14 -2.65
H: 2.53 -0.76 1.13
C: 2.92 1.36 5.00
H: 3.15 -2.17 5.15
O: 0.49 -0.85 3.35
H: -1.13 3.72 1.06
H: -1.98 -4.09 -4.42
H: -0.03 -4.83 -3.71
H: -1.95 1.33 -0.89
H: -3.66 -3.88 -4.71
C: -0.69 -3.96 -1.68
H: 0.59 -2.44 -0.74
H: -3.87 5.09 -0.78
H: 4.49 0.06 2.48
H: -2.06 1.27 1.82

Summary:
**Largest force on an atom**: 0.0810 hartree/bohr
**HOMO-LUMO gap**: 2.593 eV
**ΔE to the lowest compared entry with this formula, charge and spin**: 27.4 kcal per mole
**E_HOMO**: -9.81 eV
**Net charge**: +1
**LUMO level**: -0.265 Eh

No. 2
The following is a quantum chemistry calculation of a cluster of 14 separate species, C36H78O36 in total in a non-equilibrium geometry, from the OMol25 dataset.

CARTESIAN COORDINATES (ANGSTROEM)
H: -0.40 -0.78 2.14
O: -2.65 3.81 2.94
C: -0.95 -4.36 -3.02
H: 1.95 0.80 -2.24
H: 5.53 -0.90 -0.79
H: -0.25 -7.48 -0.56
O: -1.96 0.37 -2.54
H: 1.56 -2.45 -2.53
H: -1.62 -4.81 2.15
C: -3.39 3.06 2.09
C: 2.38 1.04 -1.27
C: -5.34 0.89 -3.33
O: -2.32 -1.49 6.95
O: -0.53 -4.99 -3.99
O: 0.47 -5.75 0.31
C: 0.65 4.12 2.71
H: -0.35 4.14 3.11
C: 3.18 0.76 3.53
C: -2.09 -0.95 -1.98
C: -0.08 0.73 -9.46
H: 1.43 -1.00 -5.39
O: 4.91 0.07 0.85
C: -2.66 3.19 4.24
H: 0.96 -2.09 5.67
H: 2.82 0.11 -0.92
H: 4.33 4.89 -1.52
H: -0.70 -0.13 -9.70
O: -3.13 2.11 -3.41
H: -1.15 -1.24 -1.54
C: 0.51 -1.11 5.60
O: 1.41 -3.94 1.14
H: -1.63 7.61 0.01
O: 0.07 6.72 0.51
H: 2.74 -2.74 0.18
H: -5.70 -3.36 6.90
O: -4.48 -4.16 2.26
C: 0.63 -6.84 -0.64
C: 5.65 -1.02 0.29
H: 0.74 -6.43 -1.63
O: -0.18 -3.43 -2.42
O: -0.04 0.29 -5.95
H: 1.66 -4.23 -2.64
O: 0.66 -1.06 -7.65
H: 2.39 4.18 -0.32
H: 1.15 -3.26 -4.04
C: 5.56 1.24 -3.04
H: 0.33 -0.43 -4.13
H: 10.10 0.34 -2.23
H: 1.06 3.16 2.40
H: 3.09 1.85 -1.30
H: -2.76 -1.43 4.46
H: -2.17 3.76 5.00
O: 1.47 1.47 -0.30
O: 4.45 4.42 -0.69
H: 3.15 5.64 0.37
O: -4.16 -1.45 5.82
H: -1.76 -0.43 0.97
O: 0.76 -0.64 -0.19
H: -5.23 1.23 -4.36
O: -0.59 6.35 2.67
O: 8.96 2.05 -2.70
H: -2.14 2.23 4.16
H: 10.97 1.72 -2.68
H: -2.25 -3.41 3.04
H: -5.23 2.94 0.22
C: -3.05 0.98 -2.96
H: -6.10 -1.73 7.26
H: 1.31 4.56 3.47
C: -3.48 -0.74 4.89
H: -3.92 3.35 -1.04
H: 0.97 0.49 -9.57
O: -4.17 0.22 -2.87
H: 3.47 4.04 1.05
H: -5.83 -2.95 8.63
H: -1.24 3.91 -0.56
H: -3.14 -5.51 -3.99
H: -2.18 -6.46 -2.81
H: -0.89 -3.33 1.85
C: 0.66 0.53 0.16
H: -3.76 -5.65 -2.38
H: 3.80 1.50 3.05
H: -3.95 1.82 -0.03
O: -4.00 2.00 2.40
H: -0.49 1.66 -9.86
C: 2.58 -3.11 1.18
H: -4.17 -0.28 4.18
C: -4.19 2.88 -0.10
H: 3.72 0.25 4.31
H: -0.11 8.60 0.01
H: 2.82 0.21 2.67
O: 6.81 1.98 -3.07
H: -6.61 -3.56 -0.71
C: -5.56 -2.57 7.65
H: -0.63 2.93 -1.96
O: -3.40 3.62 0.93
O: 0.08 1.37 5.03
H: 2.37 -2.33 1.90
O: -0.27 0.96 1.02
H: 4.81 1.94 -2.69
H: -2.30 -1.72 -2.74
C: 7.85 1.36 -2.58
H: -0.17 -1.77 -5.30
O: 2.52 -5.11 -0.36
C: -4.02 -3.73 1.22
H: -5.39 1.85 -2.82
H: -1.02 8.29 1.50
C: 0.00 6.00 1.62
C: 1.12 -3.34 -2.96
O: -4.74 -3.55 0.09
H: 5.32 0.90 0.59
C: 1.49 -4.95 0.32
O: -2.13 -4.50 -2.46
O: -0.91 4.98 -2.23
O: -2.76 -3.42 1.01
H: 0.39 -0.63 6.57
H: -1.55 0.56 2.42
H: 10.16 1.71 -1.05
C: -0.73 7.90 0.54
H: -6.09 0.14 -3.06
H: 1.53 -7.39 -0.38
O: 2.05 1.51 3.94
O: 7.79 0.28 -1.99
H: -1.29 4.61 -3.02
H: 0.46 3.97 -1.03
H: -0.45 -1.13 5.08
C: -3.50 -1.74 6.89
C: -1.03 -0.02 1.66
C: -2.85 -5.61 -2.95
H: -3.70 2.94 4.45
C: 0.13 -0.02 -7.25
H: 3.38 -3.83 1.33
O: 1.40 -0.42 4.76
C: -0.55 3.86 -1.40
C: 0.38 -0.84 -5.14
H: 5.19 -1.96 0.62
C: -6.15 -3.87 0.22
O: 0.66 4.88 1.52
C: 3.28 4.60 0.14
O: -4.22 -2.32 7.82
H: -6.54 -3.41 1.13
C: -1.86 -3.75 2.07
H: -2.84 0.06 5.25
H: 5.46 1.04 -4.11
H: -2.94 -0.96 -1.28
C: 10.09 1.43 -2.11
H: -6.19 -4.94 0.42
C: 1.11 0.86 4.57
O: -0.32 0.96 -8.05
H: 6.73 -1.11 0.46
H: 5.66 0.28 -2.53

Summary:
**Largest force on an atom**: 0.0893 hartree/bohr
**HOMO-LUMO gap**: 10.072 eV
**ΔE to the lowest compared entry with this formula, charge and spin**: 0.0 kcal per mole
**E_HOMO**: -9.70 eV
**Net charge**: 0
**LUMO level**: 0.014 Eh

No. 3
The following is a quantum chemistry calculation of a cluster of 6 separate species, C36H80BIO21S5 in total, from the OMol25 dataset.

CARTESIAN COORDINATES (ANGSTROEM)
H: 1.42 0.78 0.39
H: -4.89 -4.85 3.02
H: 12.42 -0.21 2.35
H: 10.91 1.74 2.37
C: -1.84 -0.88 4.30
H: 2.04 1.81 2.13
O: -5.50 -2.82 5.04
O: 5.30 4.03 -6.64
H: 1.77 3.44 2.71
C: 3.71 1.77 -3.50
O: 10.99 2.19 0.42
C: 5.13 2.29 -3.45
H: -6.53 -3.12 7.31
H: -7.44 5.18 -3.06
H: -1.78 -0.93 2.13
O: -4.71 -7.91 5.76
H: -6.96 1.61 -2.95
B: 2.23 3.35 0.54
H: 10.23 0.49 1.33
H: 0.32 1.03 -1.57
H: 8.66 0.35 -3.38
O: -1.56 1.17 0.81
H: -0.27 -1.44 2.92
C: -1.45 2.27 0.03
H: 7.00 2.08 -8.02
C: -4.33 -10.74 6.55
H: -4.18 3.32 2.15
C: 7.92 -0.44 -3.40
H: 2.55 4.86 -10.04
C: 0.05 -0.71 -0.28
C: -0.72 3.35 2.76
S: 10.81 1.70 -1.08
C: -2.74 0.80 -4.20
H: -2.40 3.28 4.05
H: 11.21 3.95 -1.58
O: 6.09 1.26 -3.07
H: -3.51 0.47 3.99
C: -7.02 3.36 -4.19
H: -0.97 -1.01 -0.06
H: -1.37 -0.19 4.99
H: -6.99 -8.27 8.42
S: 5.23 3.56 -8.00
H: 10.31 3.09 -2.86
H: -6.83 -4.66 8.11
H: 13.22 1.16 1.55
H: -2.95 4.07 1.15
H: 8.26 -1.27 -4.01
I: -0.41 5.46 2.45
H: -7.64 2.83 -4.93
O: 5.72 4.41 -9.04
C: 1.58 2.77 1.87
H: -6.64 -6.71 7.62
H: 9.46 3.59 -1.37
H: -5.55 -6.19 4.00
H: -4.09 0.73 -2.52
O: 12.05 1.24 -1.60
S: -6.18 -4.06 4.76
O: -6.39 -4.83 6.14
H: -8.86 4.49 -3.83
O: 3.72 3.15 -8.31
H: -0.20 3.16 3.70
O: 2.78 2.49 -0.41
C: -1.11 -0.74 2.97
H: -0.93 -1.14 -3.19
O: 5.45 -0.86 -4.16
H: 1.77 3.55 -8.03
H: 3.57 1.05 -4.31
O: -4.17 -7.98 8.17
C: -3.34 -0.58 4.20
C: 0.13 -0.05 -1.67
O: 2.24 4.69 0.30
H: 5.70 1.56 -9.12
H: 2.84 4.50 -7.00
H: 1.01 -0.44 -2.19
H: -8.19 3.73 -2.40
O: -5.34 -9.87 7.10
H: -2.41 2.02 2.85
C: 2.64 5.25 -9.03
C: -3.88 1.39 -3.36
H: -1.99 -0.47 -1.95
H: -4.16 -5.24 4.61
H: 12.54 -0.15 0.59
C: -2.22 3.08 2.99
H: -3.57 2.35 -2.96
H: -6.32 3.97 -4.76
H: 1.16 -0.48 1.56
O: -2.23 2.59 -0.80
H: -2.95 -0.26 -4.38
C: -3.14 -10.92 7.48
H: -1.69 -1.89 4.68
H: -4.85 -11.69 6.40
H: -3.47 -11.25 8.46
H: 5.24 3.04 -2.67
C: -1.37 0.90 -3.51
H: -2.48 -11.68 7.06
H: 5.44 2.73 -4.39
C: -7.93 4.24 -3.33
H: 3.44 1.29 -2.57
C: -3.25 3.89 2.19
C: 10.40 3.25 -1.79
C: 0.07 2.56 1.69
H: -5.54 0.61 -4.49
H: -7.34 -8.05 6.67
C: 5.93 1.96 -8.14
C: -7.04 -4.09 7.21
H: -5.78 2.83 -2.52
O: 9.67 0.82 -1.13
H: -8.75 -3.30 6.14
H: -1.30 1.85 -2.98
O: -0.32 2.96 0.34
H: -4.02 -10.36 5.57
C: -5.16 1.59 -4.17
C: -1.10 -0.26 -2.56
C: -0.34 1.06 1.61
H: -4.92 2.16 -5.06
C: -5.08 -5.21 4.03
O: 6.76 0.85 -5.38
C: -8.53 -3.93 7.00
C: 12.39 0.45 1.48
C: 2.69 4.13 -8.02
H: -3.79 -1.16 3.40
S: 6.45 0.17 -4.15
H: 1.78 5.88 -8.82
C: 11.06 1.18 1.46
O: -0.60 0.60 2.88
C: -6.25 2.33 -3.37
H: 7.69 -0.77 -2.40
H: -0.59 0.92 -4.28
H: 3.03 2.61 -3.67
H: 3.54 5.87 -8.99
H: -2.59 -10.00 7.60
H: 2.13 4.92 -0.63
H: -2.71 1.29 -5.17
H: -9.00 -4.90 6.85
O: -7.41 -4.03 4.03
H: -3.86 -0.85 5.12
H: -3.47 4.84 2.67
H: 3.39 1.87 -0.01
S: -5.05 -8.31 7.10
H: 0.64 -1.63 -0.31
H: -8.96 -3.46 7.89
C: 0.65 0.15 0.84
C: -6.68 -7.79 7.49
H: 5.54 1.34 -7.34

Summary:
**Largest force on an atom**: 0.0136 hartree/bohr
**Structure (SMILES)**: CCCCCCCCCCC[C@]1(OCCC)OC(=O)O[C@@]1(CB(O)O)[C@@H](I)CC.CCOS(C)(=O)=O.CCOS(C)(=O)=O.CCOS(C)(=O)=O.CCOS(C)(=O)=O.CCOS(C)(=O)=O
**HOMO-LUMO gap**: 9.291 eV
**E_HOMO**: -9.15 eV
**Net charge**: 0
**LUMO level**: 0.005 Eh

The highest net charge belongs to which entry?
C36H76BeFN4O4

Look up the E_HOMO of the third one.
-9.15 eV